# C3H9S2

2 unconnected molecules or ions with the total composition C3H9S2 (ωB97M-V with the def2-TZVPD basis set, the Open Molecules 2025 dataset).

```
! wB97M-V def2-TZVPD RIJCOSX def2/J DEFGRID3
* xyz -1 1
C -0.957 1.371 2.625
S 0.206 -0.053 2.245
H -1.579 1.384 1.731
H -1.489 1.283 3.586
H -0.390 2.273 2.806
C 1.297 -0.570 -1.660
C -0.164 -0.795 -2.025
S -0.987 -1.576 -0.643
H 1.850 0.007 -2.380
H 2.047 -1.327 -1.539
H 1.275 0.120 -0.690
H -0.567 0.232 -2.134
H -0.229 -1.312 -2.978
H -0.312 -1.039 1.056
*
```

Computed properties:
HOMO energy, Ha: -0.111
E_tot, eV: -24927.18741
Kohn-Sham gap, eV: 6.8
Maximum force, eV/A: 3.4

***

# ClZn

A molecular structure, ClZn (ωB97M-V with the def2-TZVPD basis set, the Open Molecules 2025 dataset).

```
! wB97M-V def2-TZVPD RIJCOSX def2/J DEFGRID3
* xyz 2 2
Zn 1.007 0.199 -0.579
Cl -1.007 -0.199 0.579
*
```

Computed properties:
HOMO energy (spin up / spin down), Ha: -0.938 / -0.919
<S²>: 0.75
E_tot, eV: -60913.94912
Kohn-Sham gap (spin up / spin down), eV: 9.7 / 8.0
Maximum force, eV/A: 0.6